(1)
Entry from the OMol25 dataset: C27H39IInO11 as an isolated structure in a non-equilibrium geometry (ωB97M-V with the def2-TZVPD basis set).

Multiplicity: 1
Charge: -1
Frontier orbital gap in eV: 4.47
F_max in eV Å⁻¹: 5.05
Highest occupied orbital energy in eV: -4.75
E_LUMO in eV: -0.28

Positions of all 79 atoms, in Å:
C: -1.75280 -1.73345 2.92303
C: -1.13424 -0.71635 1.83487
In: -0.38552 -1.79294 -0.05034
I: 2.43397 -1.40911 -0.05553
C: -0.84267 -3.99520 0.19235
C: -0.07528 -4.78918 -0.98551
C: 0.47985 -6.23777 -0.56694
C: 2.06267 -6.25924 -0.86391
C: 2.45560 -5.98465 -2.39928
C: 3.82031 -5.10487 -2.57836
C: 3.68661 -4.08951 -3.84481
O: 4.33650 -2.81995 -3.62006
C: 3.39529 -1.71258 -3.65527
C: -1.39791 -0.84919 -1.88021
C: -0.35577 -0.58771 -3.08198
C: -0.61113 -1.44778 -4.40887
C: -0.85464 -3.01091 -4.16785
O: -2.21264 -3.35891 -3.77910
C: -2.52092 -4.70864 -4.12606
O: -3.27171 -4.97896 -5.10349
H: -1.92050 -1.19520 3.93340
H: -0.99249 -2.57117 3.10088
H: -2.77843 -2.15595 2.62858
H: -1.88602 0.09981 1.56083
H: -0.25617 -0.18617 2.36083
H: -1.98430 -4.11186 0.10111
H: -0.43405 -4.30236 1.21589
H: -0.81716 -4.90111 -1.86213
H: 0.74751 -4.08064 -1.38418
H: 0.22798 -6.51577 0.51283
H: 0.01175 -7.03247 -1.26270
H: 2.50678 -7.28120 -0.57622
H: 2.53262 -5.46814 -0.16138
H: 2.72333 -7.01800 -2.84871
H: 1.59377 -5.57224 -3.02134
H: 4.70403 -5.81325 -2.78259
H: 4.05371 -4.56466 -1.59880
H: 4.25045 -4.60520 -4.70651
H: 2.59418 -4.01511 -4.17060
H: 2.40971 -2.09730 -3.22250
H: 3.77809 -0.92101 -2.91226
H: 3.28391 -1.24610 -4.69702
H: -2.35922 -1.38396 -2.18051
H: -1.72345 0.19849 -1.50621
H: 0.70186 -0.67555 -2.65293
H: -0.47064 0.52304 -3.39283
H: -1.42476 -0.99568 -5.09465
H: 0.36278 -1.37489 -5.03322
H: -0.04044 -3.43791 -3.47236
H: -0.66845 -3.52480 -5.19060
H: -2.13108 -5.59825 -3.50896
C: 3.02127 4.05340 2.83355
C: 2.36192 2.90332 2.66417
C: 0.93891 2.88512 2.21305
O: 0.37204 1.82296 2.05074
C: 0.27309 4.17372 1.98639
C: 0.93330 5.31879 2.15967
C: 2.36106 5.33700 2.58331
O: 2.93680 6.40640 2.71371
O: 0.32667 6.52505 1.95530
O: 2.96594 1.70585 2.89656
H: 4.05288 4.08243 3.15776
H: -0.76326 4.14772 1.67702
H: 1.01270 7.19558 2.14440
H: 2.28769 1.02631 2.70279
C: -2.19815 7.56402 3.35128
C: -3.02925 8.53217 2.95904
C: -4.23763 8.88974 3.75546
O: -4.96454 9.79293 3.37628
C: -4.50684 8.12475 4.97747
C: -3.67794 7.15436 5.36813
C: -2.45494 6.81570 4.58580
O: -1.71107 5.93542 4.98319
O: -3.91586 6.43406 6.49837
O: -2.80615 9.23499 1.81353
H: -1.31492 7.29519 2.78299
H: -5.39618 8.38195 5.53695
H: -3.17567 5.79883 6.56160
H: -3.54275 9.87375 1.75366

Force components x, y, z for each atom (eV/Å):
0.087 0.583 0.127
0.142 0.088 1.138
-1.656 0.266 0.599
-0.175 -0.053 0.054
0.391 -0.326 -0.545
-0.946 0.395 0.248
0.650 0.061 -1.515
-0.041 -0.035 0.678
1.107 -0.958 0.024
-0.619 -0.028 -0.208
0.894 -1.412 -0.019
-1.538 -0.117 -0.453
-0.010 0.281 1.067
0.124 1.098 -0.146
-1.004 0.829 -0.080
0.685 -0.055 0.108
1.713 0.000 -1.643
0.175 -2.350 -0.480
-2.345 -0.103 -2.991
2.911 1.296 3.919
0.265 -0.819 -1.394
-1.281 0.957 -0.189
1.584 0.378 0.242
0.906 -1.028 0.404
-1.469 -0.969 -0.942
1.720 -0.073 0.434
-0.814 0.202 -1.337
1.132 0.165 1.318
-0.830 -1.522 0.626
0.456 0.547 -1.480
0.538 1.058 1.158
-0.622 1.494 -0.266
-0.608 -1.152 -1.250
-0.752 1.553 0.543
1.097 -0.321 0.986
-1.324 1.055 0.359
-0.439 -0.387 -1.503
-0.878 0.798 1.031
1.372 0.259 0.584
1.113 0.841 -0.802
-0.560 -1.166 -1.279
0.090 -0.826 1.298
1.383 0.581 0.193
0.416 -1.658 -0.455
-1.305 -0.149 -1.001
0.343 -1.683 0.317
1.030 -0.825 1.375
-1.464 -0.336 0.876
-1.463 0.692 -0.604
-0.264 0.808 1.463
-0.125 1.702 -0.437
-0.061 0.566 -0.032
1.167 -1.126 0.400
-0.655 -0.152 -0.209
0.558 0.591 0.103
-0.010 -0.079 -0.011
-0.922 0.383 -0.270
0.752 -0.286 0.252
-0.418 0.083 -0.105
1.166 -0.538 0.157
-1.265 1.090 -0.335
-0.037 -0.009 -0.030
0.031 -0.027 -0.001
-0.040 -0.111 -0.064
0.212 -0.095 -0.130
0.079 -0.161 0.207
0.614 0.220 -0.950
-0.541 0.067 0.416
0.310 -0.115 -0.177
-0.087 0.291 -0.250
-0.724 -0.361 1.138
0.617 -0.093 -0.552
-0.382 0.148 0.215
0.705 0.329 -1.060
-0.676 -0.225 1.047
-0.230 0.009 0.117
0.031 -0.011 -0.013
-0.111 0.055 0.018
0.122 -0.080 -0.028

Population analysis type Mulliken, resulting atomic charges in e: -0.87, -0.24, 0.74, -0.52, -1.13, 1.84, -0.86, -0.75, -0.39, -0.54, -0.40, -0.41, -0.13, -0.97, -0.06, -0.86, 0.13, -0.28, 0.21, -0.52, 0.34, 0.16, 0.17, 0.18, -0.04, 0.22, 0.29, -0.86, -0.55, 0.34, 0.26, 0.37, 0.27, 0.42, 0.20, 0.33, 0.29, 0.31, 0.18, -0.15, 0.20, 0.23, 0.28, 0.31, -0.09, 0.32, 0.34, 0.23, -0.13, 0.47, 0.28, -0.90, 0.32, 0.65, -0.36, -0.94, 0.26, 1.09, -0.66, -0.57, -0.59, 0.42, 0.48, 0.31, 0.30, -0.69, 0.19, 0.81, -0.63, -0.97, 0.38, 0.94, -0.64, -0.57, -0.56, 0.72, 0.40, 0.36, 0.34

(2)
Entry from the OMol25 dataset: C27H39MnN2O5 as an isolated structure in a non-equilibrium geometry (ωB97M-V with the def2-TZVPD basis set).

Multiplicity: 6
Energy above the lowest of the compared OMol25 structures with the same formula, charge and spin in kcal per mole: 20.7
Charge: -1
Frontier orbital gap (alpha / beta) in eV: 5.16 / 7.22
F_max in eV Å⁻¹: 3.95
<S²>: 8.7672
Highest occupied orbital energy (alpha / beta) in eV: -2.67 / -4.74
E_LUMO (alpha / beta) in eV: 2.49 / 2.49

Positions of all 74 atoms, in Å:
O: -0.68789 -0.86492 -2.95723
C: -0.83576 0.06594 -4.15292
C: -0.76401 -1.02515 -5.19160
H: -0.00287 0.77883 -4.20925
H: -1.81613 0.56862 -4.19333
C: -0.72506 -1.94119 -3.95879
H: 0.15256 -0.98754 -5.78713
H: -1.67132 -1.15138 -5.79533
C: 0.54847 -2.76024 -3.94044
H: 1.38356 -2.13473 -3.60203
H: 0.75846 -3.16004 -4.94673
H: 0.43984 -3.58201 -3.23420
C: -2.03840 -2.69878 -3.86899
H: -2.86650 -1.98598 -3.98821
H: -2.16304 -3.20509 -2.90967
H: -2.08622 -3.46485 -4.65658
Mn: -0.93594 -1.26948 0.10673
C: -2.99216 -1.28777 0.92771
C: -2.45712 -0.03049 1.30561
C: -1.95297 0.61964 0.13259
H: -2.54757 0.43497 2.28490
C: -2.35982 -0.17421 -1.00012
C: -2.93717 -1.39558 -0.50325
H: -3.35205 -2.18630 -1.11818
H: -3.49732 -1.99027 1.58108
H: -1.47395 1.59393 0.09145
H: -2.30093 0.14342 -2.02819
C: -0.03457 -3.12346 1.48172
C: -1.04813 -3.43558 0.52590
C: -0.55975 -3.06230 -0.79066
H: -1.94031 -4.03615 0.72751
C: 0.70555 -2.35186 -0.59024
C: 1.00731 -2.42049 0.82103
H: 1.95275 -2.09475 1.26120
H: -0.02753 -3.44491 2.52450
H: -0.94941 -3.39817 -1.74225
H: 1.35727 -1.95311 -1.36566
O: 1.62565 2.92597 -2.69699
C: 0.66048 2.48431 -1.72217
C: -0.69049 3.16994 -2.04407
H: 0.97670 2.78700 -0.70167
H: 0.59449 1.37611 -1.71775
C: -0.33265 4.34652 -2.97787
H: -1.16618 3.51976 -1.12274
H: -1.34319 2.43429 -2.53437
C: 1.15607 4.15625 -3.31100
H: -0.46207 5.31064 -2.48747
H: -0.94281 4.33005 -3.87953
H: 1.75084 4.98937 -2.89386
H: 1.31639 4.13453 -4.40077
C: 3.01576 2.56537 3.20344
C: 1.79474 2.39785 4.08686
C: 1.18152 0.95818 4.12853
C: 2.19881 -0.07585 4.71883
C: 3.23321 -0.63893 3.75743
C: -0.03186 0.99493 5.06452
O: -0.25803 1.83876 5.92154
N: -0.87252 -0.09147 4.87221
C: -0.85014 -0.99711 3.78320
O: -1.40307 -2.08815 3.89081
N: -0.20877 -0.54323 2.64224
C: 0.61893 0.51641 2.74139
O: 0.95610 1.14931 1.70966
H: 3.89160 2.06330 3.63051
H: 3.23217 3.63549 3.10766
H: 2.78252 2.16780 2.20650
H: 2.02714 2.68001 5.13003
H: 0.99633 3.07281 3.73275
H: 2.69751 0.43606 5.56003
H: 1.61280 -0.90502 5.14498
H: 3.62585 0.14264 3.09214
H: 4.06251 -1.05306 4.34996
H: 2.79718 -1.45625 3.16331
H: -1.52536 -0.32311 5.61082

Force components x, y, z for each atom (eV/Å):
0.099 0.812 -3.511
0.006 0.635 1.005
-0.005 0.052 0.488
-0.345 0.005 0.345
0.375 0.073 0.572
0.209 -0.726 -0.521
-0.264 -0.211 0.015
0.425 0.096 -0.026
-0.114 -0.511 0.259
-0.178 -0.116 -0.257
-0.072 0.078 0.386
0.317 -0.123 -0.035
-0.029 -0.359 0.153
0.133 -0.241 -0.005
-0.107 0.164 -0.259
-0.035 0.249 0.050
2.572 2.036 2.195
-1.473 0.937 -0.277
-0.972 0.270 -0.572
-1.845 0.402 -0.246
0.478 -0.412 -0.225
-1.420 0.505 0.664
-1.802 1.806 -0.375
0.168 0.065 0.206
0.392 0.056 -0.015
-0.131 -0.324 0.087
0.164 -0.228 0.270
0.239 -0.623 -0.815
1.760 -1.868 -0.476
1.485 -1.316 0.707
0.337 0.448 -0.114
0.338 -1.922 0.469
0.196 -1.053 -0.943
-0.608 0.179 -0.122
-0.254 0.594 -0.433
-0.012 0.384 0.575
-0.280 -0.078 0.297
-0.960 0.431 -0.595
-0.050 0.229 0.729
0.341 -0.399 -0.121
0.077 -0.189 -0.502
0.125 0.637 -0.192
0.217 -0.346 0.169
-0.028 -0.181 -0.237
-0.008 0.396 0.130
0.450 -0.199 0.449
-0.181 -0.038 0.008
-0.025 0.068 -0.001
-0.146 -0.243 -0.195
0.175 -0.265 0.374
0.051 0.112 -0.249
-0.714 -0.472 0.229
0.016 0.822 -0.112
-0.682 0.248 0.335
0.105 -0.116 -0.153
-0.348 -0.263 0.082
0.325 -0.654 -0.456
-0.169 0.189 0.649
1.379 -0.095 -1.260
-0.192 0.960 0.278
0.087 -0.002 1.787
-0.048 0.346 -1.440
-0.181 -0.697 1.189
-0.069 0.208 -0.139
0.149 -0.132 0.033
0.305 0.138 0.327
-0.184 -0.064 -0.392
0.297 -0.200 0.174
-0.165 -0.164 -0.206
0.272 0.144 -0.030
-0.110 -0.519 0.133
-0.123 0.041 -0.272
0.190 0.372 0.066
0.076 0.162 -0.103

Population analysis type Mulliken, resulting atomic charges in e: -0.01, -0.52, -0.86, 0.08, 0.35, 1.50, 0.36, 0.33, -1.77, 0.36, 0.46, 0.34, -1.51, 0.40, 0.19, 0.44, 0.80, -0.57, -0.05, -1.01, 0.72, 0.03, -1.16, 0.46, 0.41, 0.21, 0.45, 0.03, -1.65, -0.29, 0.44, -0.66, -0.27, 0.30, 0.53, 0.72, 0.30, -0.48, 0.21, -0.02, 0.28, -0.29, -0.58, 0.40, -0.14, -0.55, 0.22, 0.29, 0.34, 0.31, -1.49, -0.63, 2.04, -0.97, -0.98, -0.38, -0.70, 0.05, -0.43, -0.72, 1.08, -0.88, -0.71, 0.30, 0.45, 0.28, 0.43, 0.37, 0.44, 0.49, 0.32, 0.41, 0.04, 0.30

Look up the charge of the first one. -1

Among the records above, which one has the lowest multiplicity? C27H39IInO11

Number 1 is which compound? C27H39IInO11

Which of these has the lowest multiplicity? C27H39IInO11